{"formula": "C22H66O26S", "method": "the ωB97M-V functional and the def2-TZVPD basis", "species": ["S", "O", "O", "O", "O", "C", "C", "O", "O", "H", "H", "H", "H", "H", "H", "C", "C", "O", "O", "H", "H", "H", "H", "H", "H", "C", "C", "O", "O", "H", "H", "H", "H", "H", "H", "C", "C", "O", "O", "H", "H", "H", "H", "H", "H", "C", "C", "O", "O", "H", "H", "H", "H", "H", "H", "C", "C", "O", "O", "H", "H", "H", "H", "H", "H", "C", "C", "O", "O", "H", "H", "H", "H", "H", "H", "C", "C", "O", "O", "H", "H", "H", "H", "H", "H", "C", "C", "O", "O", "H", "H", "H", "H", "H", "H", "C", "C", "O", "O", "H", "H", "H", "H", "H", "H", "C", "C", "O", "O", "H", "H", "H", "H", "H", "H"], "positions_angstrom": [[-0.26150, 0.05497, 0.10421], [-0.09550, -1.13303, 1.05721], [-0.85450, 1.17597, 0.94821], [0.97350, 0.48597, -0.42979], [-1.20250, -0.34903, -0.93879], [-1.53150, -4.74903, 0.25921], [-1.14750, -4.06703, -1.05379], [-2.17850, -3.06603, -1.29979], [-0.26450, -5.34003, 0.83421], [-2.15850, -5.66303, 0.01121], [-1.99550, -4.06903, 0.97721], [-1.08550, -4.68803, -1.84379], [-0.21450, -3.58003, -1.01579], [-1.60550, -2.18503, -1.05679], [0.41750, -4.63403, 0.82721], [0.63650, 4.56197, -0.50579], [-0.70150, 3.76397, -0.88679], [-1.41850, 3.61297, 0.22821], [1.32050, 4.83497, -1.75479], [1.25650, 4.19697, 0.12121], [0.20350, 5.55697, -0.10279], [-0.34050, 2.93097, -1.20679], [-1.33950, 4.27997, -1.68179], [-1.22150, 2.56397, 0.61921], [1.85350, 3.93797, -2.06879], [2.84850, -2.85203, 1.36821], [3.90550, -3.99903, 1.49021], [4.81450, -3.84603, 2.52221], [1.69850, -3.23303, 0.56821], [3.21450, -1.91403, 0.99221], [2.45050, -2.50403, 2.42021], [4.66050, -3.89503, 0.67621], [3.51350, -4.98803, 1.57421], [5.42950, -4.59403, 2.41321], [1.07750, -2.48903, 0.60021], [1.85650, 3.23097, -4.16779], [1.54450, 1.95797, -3.29079], [1.98250, 2.21997, -1.98079], [1.68750, 2.68697, -5.51579], [2.76350, 3.41197, -3.83879], [1.35850, 4.16697, -3.93779], [2.08850, 1.26797, -3.66879], [0.52050, 1.67897, -3.01279], [1.74250, 1.46797, -1.41379], [2.32150, 2.11997, -5.79679], [-3.67350, -0.73003, 1.40121], [-5.24350, -0.95303, 1.43921], [-5.45150, -2.31603, 1.56321], [-3.33550, 0.55197, 1.65821], [-3.46250, -0.83203, 0.45721], [-3.13650, -1.32403, 2.21921], [-5.66850, -0.50903, 0.56121], [-5.56050, -0.59203, 2.50021], [-5.40650, -2.75203, 0.67521], [-2.24950, 0.68197, 1.64421], [-4.74550, 1.74297, -2.54979], [-3.31650, 1.83797, -2.04579], [-2.66750, 0.82297, -2.60779], [-5.47550, 2.85697, -1.95479], [-5.13350, 0.79097, -2.25879], [-4.89650, 1.72197, -3.62079], [-3.19350, 1.55497, -0.95679], [-2.70450, 2.73397, -2.24379], [-2.39150, 0.28097, -1.76579], [-5.08450, 3.72497, -1.72479], [-1.32750, -1.85703, -4.15579], [-1.22250, -1.16503, -5.57679], [-2.18950, -1.69103, -6.40979], [-0.32950, -1.37603, -3.31179], [-1.29950, -2.81203, -4.28379], [-2.34150, -1.76903, -3.60579], [-0.19650, -1.19203, -5.97579], [-1.29650, -0.05903, -5.55779], [-2.38350, -2.59203, -6.26279], [-0.71150, -0.82203, -2.52979], [4.10550, -2.50703, -2.38679], [2.87450, -1.57303, -2.41779], [3.15650, -0.60603, -1.45579], [3.71150, -3.76203, -3.08979], [4.67250, -2.81603, -1.44079], [4.90150, -2.00303, -2.94279], [2.04150, -2.15003, -1.98079], [2.48450, -1.24803, -3.47079], [2.35150, -0.17403, -1.23079], [3.44850, -3.55003, -3.88779], [3.59550, 1.82597, 3.34121], [2.49750, 1.34797, 2.34021], [2.49450, 2.05297, 1.19021], [3.57750, 1.21797, 4.67721], [3.69850, 2.80197, 3.43421], [4.58150, 1.48097, 3.11921], [1.37450, 1.42197, 2.72521], [2.49150, 0.26197, 1.97721], [2.22550, 1.31797, 0.55421], [3.59450, 0.25697, 4.66021], [0.15950, -0.91103, 4.89521], [-1.04650, -1.41603, 4.13821], [-0.66750, -2.36803, 3.29621], [-0.23450, 0.28897, 5.54621], [0.77350, -0.40103, 4.06921], [0.72250, -1.65603, 5.32721], [-1.62950, -0.57903, 3.59121], [-1.79050, -1.76503, 5.01621], [-0.30850, -2.00803, 2.27821], [-1.01950, 0.82497, 4.99021], [0.41750, 3.41497, 4.79121], [-0.50050, 3.32797, 3.47121], [-1.02850, 2.05897, 3.33921], [0.86550, 4.73197, 4.99021], [1.16150, 2.72297, 4.74421], [-0.22450, 3.21397, 5.51621], [0.06750, 3.39797, 2.54821], [-1.49650, 3.90497, 3.58221], [-0.61150, 1.97297, 2.43621], [0.08250, 5.35697, 4.85521]], "atomic_forces_ev_per_a": [[-3.344, -2.093, 4.820], [0.469, 1.852, -2.167], [0.968, -1.397, -1.275], [2.571, 0.282, -1.000], [0.087, -0.231, 0.071], [2.403, -2.183, -0.220], [-2.492, 2.341, 2.808], [2.875, 2.754, 0.568], [-1.433, 0.664, -0.502], [0.424, 1.219, 0.653], [-0.007, -0.080, -0.206], [-0.097, -2.478, -2.649], [1.327, 0.550, 0.454], [-2.733, -2.605, -0.872], [-0.426, -0.306, 0.035], [-6.254, 4.512, -6.341], [0.572, 5.994, 1.034], [-1.498, -3.714, 3.844], [1.943, -2.069, -0.841], [3.812, -3.251, 4.606], [1.093, -1.211, -0.562], [1.823, -5.664, -2.694], [1.291, -0.251, 0.703], [-0.862, 3.651, -1.700], [-2.180, 3.001, 2.276], [-1.647, 0.041, 2.415], [0.552, 1.534, -2.372], [1.120, 0.153, 2.713], [1.330, -0.514, 0.373], [0.874, 0.130, -0.625], [0.782, -1.162, -1.439], [-1.576, -0.509, -0.962], [-1.060, -0.536, -0.519], [-0.334, 0.701, 0.336], [-0.080, 0.339, 0.093], [-4.434, -3.955, -1.013], [-4.366, 5.657, 3.485], [1.958, 0.631, 0.694], [-3.244, 4.492, 1.346], [5.362, 0.865, 0.540], [-1.067, -0.329, -0.775], [3.318, -5.081, -2.830], [-0.426, -0.092, -1.954], [-0.177, 0.874, -0.279], [3.279, -2.501, -0.652], [-1.926, -0.556, 5.337], [2.585, 0.807, 3.663], [-0.884, -2.348, -1.720], [3.236, 3.735, 1.071], [1.914, -2.285, -5.322], [-1.004, -0.474, -1.665], [-0.719, 0.521, -0.163], [-0.006, 0.264, -2.204], [0.145, 0.594, 1.188], [-3.921, -0.418, -0.165], [0.718, 3.199, 1.367], [-0.440, 0.714, 1.752], [2.762, -4.961, -0.121], [-1.781, -0.313, -0.013], [-0.637, -0.388, 0.970], [0.575, 0.522, -0.539], [-1.286, 1.762, -0.361], [-1.125, 0.515, 0.062], [-0.080, 0.883, -3.060], [0.745, -1.520, -0.643], [-2.006, 7.007, 0.822], [0.523, 0.650, 2.108], [-0.708, 1.455, -1.860], [0.220, 0.996, 1.877], [1.024, -6.326, -0.896], [1.141, 0.563, -1.373], [0.085, -1.083, 0.034], [-0.872, -0.508, 0.491], [0.065, -1.430, 0.581], [0.761, -1.341, -2.054], [0.137, -1.171, -1.639], [-0.748, -1.736, 1.130], [1.615, 0.817, -0.689], [2.996, -0.658, 7.154], [-1.904, 0.562, -0.829], [0.126, -0.092, -0.335], [0.042, -0.210, -0.642], [1.233, -0.232, 1.593], [-0.941, 0.251, 0.425], [-2.120, 1.782, -6.269], [-0.144, -6.598, 0.290], [-2.698, -1.958, 2.215], [0.477, 0.159, -3.383], [-1.193, 1.082, 0.349], [-0.412, 4.677, 0.637], [0.703, -0.072, -1.859], [2.328, -0.128, 0.516], [0.849, 0.722, 1.620], [0.361, 2.265, 0.526], [-0.121, 0.092, -0.576], [-1.514, 5.383, -5.104], [-2.099, 1.456, 2.123], [1.459, -2.238, -4.866], [-2.684, 1.895, 0.973], [0.123, -1.610, 0.538], [0.927, -1.286, 2.027], [1.007, -0.711, 0.996], [1.064, 0.120, -1.984], [-1.771, -0.506, 4.108], [3.365, -2.507, 1.537], [-2.022, 2.882, -4.660], [-0.453, 1.176, 2.381], [0.753, -1.817, -1.421], [-0.567, 2.105, -0.241], [2.424, -1.634, -0.090], [-2.721, -1.521, 3.556], [0.304, 1.973, 0.094], [2.129, 0.698, -0.302], [-1.536, -2.195, 1.296], [1.627, -1.477, 0.220]], "lowdin_charge": [0.4861, -0.3293, -0.3522, -0.3020, -0.3325, -0.1542, -0.2266, -0.1330, -0.1337, 0.1236, 0.1089, 0.0764, 0.0858, 0.1093, 0.0301, -0.1670, -0.3209, -0.1260, -0.1739, 0.0223, 0.1372, 0.0227, 0.1376, 0.1127, 0.1066, -0.1694, -0.2451, -0.0914, -0.1140, 0.0880, 0.1482, 0.1116, 0.1113, 0.0927, 0.0289, -0.1359, -0.1687, -0.1144, -0.0333, 0.0625, 0.1134, 0.0457, 0.1413, 0.0164, 0.0136, -0.2970, -0.2349, -0.1004, -0.1256, 0.0402, 0.1409, 0.1036, 0.1472, 0.1077, 0.1055, -0.1853, -0.3170, -0.1111, -0.1148, 0.1022, 0.1069, 0.1380, 0.1095, 0.0724, 0.0903, -0.2451, -0.2413, -0.0565, -0.1002, 0.0396, 0.1470, 0.1041, 0.1222, 0.0563, 0.0743, -0.1655, -0.2559, -0.0641, -0.0488, 0.1262, 0.0980, 0.1064, 0.1459, -0.0020, -0.0298, -0.1513, -0.2699, -0.0749, -0.0955, 0.0672, 0.1040, 0.1284, 0.1275, 0.0720, 0.0721, -0.2591, -0.3881, -0.1375, -0.1646, 0.1167, 0.0910, 0.1153, 0.1530, 0.1271, 0.1581, -0.2084, -0.2158, -0.1310, -0.0884, 0.0722, 0.0632, 0.1074, 0.1537, 0.0422, 0.1149], "multiplicity": 1, "energy_ha": -3231.76642, "total_charge": -2}